[1]
55
Properties=species:S:1:pos:R:3 method="wB97M-V/def2-TZVPD" charge=0 energy_ha=-1807.5504
H 1.89 0.42 0.72
H 3.73 3.51 3.71
C -2.17 -4.91 1.80
C -1.48 2.13 -5.10
H -3.68 -4.56 3.29
O 2.32 2.74 -2.11
H -0.79 -4.92 0.17
C 1.75 -1.63 1.23
C -3.20 -4.19 2.40
H 1.84 4.52 2.48
C 3.97 1.75 0.83
N 2.64 0.57 -1.62
H -3.88 2.77 -2.80
H 2.40 -0.56 2.97
H 1.33 3.78 0.16
H 2.58 -2.34 1.18
H -0.62 -0.82 2.45
O -4.17 1.22 -1.12
C 2.90 2.32 0.15
C -3.29 0.50 -1.55
H -0.27 0.36 -5.02
N -1.97 -3.23 0.12
H 4.55 0.97 0.36
C -3.60 -2.99 1.84
C 3.50 3.18 2.70
C 2.58 1.92 -1.26
H 1.46 -2.00 3.29
C 4.27 2.19 2.11
H -2.86 3.76 -4.86
H 0.10 0.02 3.81
C -1.07 0.93 -4.55
C -2.96 -2.53 0.69
C 2.14 3.33 0.72
H -4.39 -2.38 2.25
C -2.51 2.82 -4.47
N -1.62 0.41 -3.45
N -2.83 -0.70 -1.05
O -4.35 -0.66 0.74
S 2.59 -2.06 -1.73
C -3.45 -1.16 0.10
C 0.26 -0.28 2.78
N 2.06 -0.50 0.35
H 2.66 0.43 -2.62
C 2.43 3.75 2.02
Cs -0.91 -2.06 -2.24
H 5.11 1.75 2.65
C 1.52 -1.12 2.64
H 0.30 0.65 2.20
C -2.61 1.07 -2.84
C -3.08 2.28 -3.33
H -1.00 2.51 -5.99
H 0.86 -2.14 0.85
C -1.59 -4.39 0.67
C 2.44 -0.61 -0.92
H -1.82 -5.85 2.20

=====

[2]
9
Properties=species:S:1:pos:R:3 method="wB97M-V/def2-TZVPD" charge=0 energy_ha=-1397.0887
C -0.62 0.58 0.17
S 1.31 -1.60 0.82
Cl 1.76 -0.21 -1.74
H -0.99 -0.48 0.01
H 0.64 -2.20 -0.26
C 1.33 -0.04 -0.10
H -0.96 1.17 -0.58
H -0.74 0.94 1.17
Cl 2.39 1.18 0.64

=====

[3]
11
Properties=species:S:1:pos:R:3 method="wB97M-V/def2-TZVPD" charge=0 energy_ha=-285.2263
H 2.79 0.13 0.69
N 2.15 -0.30 0.04
O -0.06 -1.05 0.19
H 2.61 -0.65 -0.79
C 0.81 -0.02 0.04
H -1.09 1.44 -0.03
C -1.37 -0.68 0.10
C -1.78 0.57 -0.06
H -2.02 -1.55 0.16
C 0.79 1.28 -0.17
H -2.83 0.83 -0.17

=====

So what do the calculations give for energy above the lowest of the compared OMol25 structures with the same formula, charge and spin? Going down the list: 60.3 222.2 494.4 kJ/mol.
So what do the calculations give for highest occupied orbital energy? Going down the list: -8.06 -9.25 -9.19 eV.
So what do the calculations give for LUMO? Going down the list: -0.15 0.59 0.38 eV.